164
Properties=species:S:1:pos:R:3:forces:R:3:lowdin_charge:R:1 method="wB97M-V/def2-TZVPD" largest_force_ev_per_a=2.954 charge=0 lumo_energy_ev="-0.07 / -0.33" orbital_gap_ev="4.84 / 4.29"
Pt 0.154 0.190 0.009 -0.77 -0.73 -1.21 0.792
C 4.291 4.713 -4.539 0.05 -0.10 0.09 -0.408
S 5.496 4.413 -3.225 -0.03 0.07 0.04 0.802
C 4.554 4.955 -1.762 -0.01 -0.16 -0.12 -0.479
C 3.837 3.836 -1.012 -0.04 0.00 -0.03 -0.237
C 2.873 3.063 -1.910 0.05 0.08 0.30 -0.274
N 2.012 2.113 -1.199 0.09 0.11 -0.09 -0.445
P 2.424 0.602 -0.521 -0.48 0.48 0.29 0.891
C 3.600 0.973 0.838 -0.13 -0.10 0.22 -0.351
C 4.916 0.523 0.916 0.02 0.12 -0.06 -0.097
C 5.694 0.812 2.034 -0.04 0.01 -0.04 -0.071
C 5.160 1.532 3.092 0.00 -0.02 -0.03 -0.072
C 3.832 1.942 3.046 -0.01 0.01 0.00 -0.062
C 3.060 1.648 1.933 0.02 0.08 -0.06 -0.103
C 3.494 -0.206 -1.756 -0.31 -0.37 0.06 -0.316
C 3.155 -1.501 -2.137 -0.04 -0.03 0.00 -0.079
C 3.937 -2.205 -3.046 0.02 0.01 -0.01 -0.057
C 5.061 -1.609 -3.596 -0.05 0.00 0.02 -0.071
C 5.410 -0.314 -3.226 -0.02 0.02 0.00 -0.069
C 4.643 0.378 -2.302 0.00 0.14 0.08 -0.107
P 0.371 2.430 -0.833 0.78 -0.93 -0.49 0.910
C 0.538 4.152 -0.188 -0.51 -0.23 0.55 -0.317
C 0.536 5.293 -0.990 0.01 -0.11 -0.13 -0.085
C 0.777 6.545 -0.437 0.04 -0.05 -0.01 -0.072
C 1.012 6.677 0.925 -0.01 -0.05 -0.02 -0.074
C 0.985 5.551 1.738 0.04 0.00 -0.04 -0.063
C 0.742 4.303 1.184 0.20 0.02 0.05 -0.132
C -0.385 2.719 -2.466 -0.24 -0.08 0.07 -0.353
C 0.222 2.251 -3.629 0.08 -0.04 -0.01 -0.093
C -0.366 2.476 -4.868 0.05 -0.02 0.04 -0.079
C -1.582 3.141 -4.951 -0.02 0.02 0.02 -0.086
C -2.215 3.571 -3.791 0.01 0.03 0.01 -0.077
C -1.621 3.361 -2.555 -0.03 0.01 0.09 -0.097
H 4.829 4.620 -5.482 -0.05 0.00 0.01 0.030
H 3.895 5.725 -4.455 -0.01 -0.02 -0.04 0.037
H 3.477 3.988 -4.518 0.01 0.06 -0.05 0.020
H 3.841 5.714 -2.092 0.05 0.02 0.02 0.074
H 5.283 5.440 -1.114 -0.06 0.02 0.06 0.070
H 3.269 4.273 -0.186 0.04 0.00 0.04 0.105
H 4.573 3.162 -0.567 -0.02 -0.03 -0.01 0.099
H 3.426 2.543 -2.691 -0.04 -0.03 -0.08 0.076
H 2.224 3.778 -2.416 -0.08 0.00 -0.07 0.097
H 5.345 -0.062 0.113 -0.01 0.01 -0.01 0.102
H 6.719 0.462 2.077 -0.05 0.01 -0.01 0.106
H 5.770 1.758 3.961 -0.06 -0.03 -0.05 0.104
H 3.395 2.468 3.887 0.03 -0.05 -0.07 0.094
H 2.009 1.911 1.913 0.04 -0.06 0.06 0.064
H 2.277 -1.964 -1.706 -0.01 -0.05 -0.04 0.073
H 3.662 -3.218 -3.315 -0.02 0.04 0.03 0.105
H 5.674 -2.152 -4.307 -0.04 0.03 0.02 0.105
H 6.285 0.161 -3.655 -0.04 -0.03 0.05 0.108
H 4.964 1.369 -2.002 0.01 -0.03 0.00 0.085
H 0.349 5.210 -2.055 -0.02 0.00 0.02 0.107
H 0.779 7.422 -1.075 0.00 -0.06 0.02 0.107
H 1.206 7.654 1.351 -0.03 -0.05 -0.02 0.105
H 1.147 5.647 2.806 -0.01 -0.02 -0.05 0.109
H 0.696 3.432 1.827 0.07 0.16 -0.07 0.072
H 1.158 1.704 -3.560 -0.05 0.04 -0.04 0.102
H 0.125 2.123 -5.767 -0.03 -0.01 0.05 0.107
H -2.043 3.308 -5.918 0.03 -0.01 0.08 0.107
H -3.178 4.067 -3.848 0.05 -0.04 0.03 0.110
H -2.123 3.697 -1.651 -0.03 -0.02 -0.04 0.112
C -4.746 -1.390 -2.554 0.05 0.06 0.04 -0.043
C -3.529 -0.467 -2.376 -0.09 -0.04 -0.02 -0.356
C -3.098 0.082 -3.735 0.13 0.05 0.00 -0.052
C -3.826 0.661 -1.404 0.14 0.03 0.26 -0.128
C -4.847 1.523 -1.788 -0.09 0.06 -0.02 -0.058
C -5.252 2.575 -0.992 -0.01 0.02 -0.06 -0.082
C -4.634 2.745 0.230 0.05 0.10 0.07 -0.056
C -3.607 1.910 0.672 0.00 -0.02 0.09 -0.144
C -3.115 2.204 2.085 0.17 -0.22 -0.06 -0.337
C -3.095 0.973 2.992 -0.02 0.15 -0.15 -0.077
C -1.776 2.941 2.074 -0.26 -0.07 -0.05 -0.094
C -3.155 0.859 -0.162 0.19 -0.06 -0.44 -0.165
N -2.065 0.003 0.220 1.49 1.98 0.19 -0.044
C -2.334 -1.260 0.569 0.53 -2.91 -0.01 -0.260
C -1.345 -2.292 0.527 -2.77 0.71 0.62 -0.247
N -0.082 -2.056 0.168 1.89 1.54 -0.49 -0.028
C 0.747 -3.164 -0.209 -0.02 0.28 -0.25 -0.190
C 1.801 -3.674 0.593 -0.17 -0.03 -0.01 -0.137
C 2.573 -4.728 0.102 0.08 -0.02 0.05 -0.050
C 2.346 -5.310 -1.129 0.08 -0.04 -0.04 -0.082
C 1.310 -4.828 -1.902 -0.06 -0.03 -0.05 -0.062
C 0.513 -3.771 -1.475 0.07 0.13 0.11 -0.153
C -0.552 -3.308 -2.457 0.08 -0.07 -0.08 -0.359
C -1.539 -4.432 -2.788 -0.01 0.01 0.06 -0.047
C 0.092 -2.770 -3.742 0.05 0.00 0.12 -0.052
C 2.207 -3.215 1.988 -0.16 0.20 -0.02 -0.346
C 3.003 -1.911 1.927 -0.07 -0.17 0.02 -0.057
C 1.057 -3.134 2.993 0.00 -0.03 -0.09 -0.052
C -2.004 -3.564 0.924 0.36 0.28 0.10 -0.085
C -1.616 -4.874 1.043 0.01 0.02 0.00 -0.018
C -2.571 -5.838 1.472 -0.07 -0.01 0.00 -0.075
C -3.868 -5.510 1.772 0.03 -0.14 0.03 -0.040
C -4.300 -4.161 1.653 0.26 0.27 -0.14 -0.178
C -5.605 -3.655 1.905 -0.11 -0.01 0.05 -0.041
C -5.863 -2.322 1.717 -0.04 -0.05 0.02 -0.074
C -4.873 -1.405 1.269 -0.05 -0.02 -0.06 -0.024
C -3.605 -1.864 1.026 0.19 0.22 -0.26 -0.097
C -3.349 -3.242 1.230 -0.25 -0.32 0.10 -0.107
H -4.474 -2.268 -3.147 0.01 0.06 0.00 0.073
H -5.557 -0.870 -3.075 0.06 -0.05 0.04 0.077
H -5.128 -1.739 -1.595 0.01 -0.01 0.07 0.072
H -2.713 -1.059 -1.987 0.23 -0.16 0.22 0.103
H -3.836 0.784 -4.135 0.06 -0.06 -0.01 0.073
H -2.993 -0.733 -4.452 0.06 -0.04 -0.04 0.078
H -2.141 0.603 -3.658 -0.02 -0.01 -0.03 0.063
H -5.341 1.359 -2.741 0.03 0.01 0.09 0.107
H -6.049 3.240 -1.309 0.05 -0.05 0.03 0.101
H -4.965 3.545 0.887 0.02 -0.05 -0.03 0.109
H -3.845 2.897 2.508 -0.08 0.04 0.00 0.122
H -2.328 0.267 2.665 -0.24 0.24 -0.04 0.032
H -4.055 0.454 2.974 0.05 0.04 0.04 0.085
H -2.894 1.265 4.027 -0.12 0.05 -0.13 0.073
H -0.983 2.277 1.727 -0.08 -0.10 0.08 0.013
H -1.523 3.310 3.073 0.03 -0.05 -0.03 0.081
H -1.823 3.801 1.400 -0.03 -0.04 0.06 0.081
H 3.375 -5.108 0.727 -0.04 0.02 -0.04 0.109
H 2.966 -6.128 -1.478 -0.04 0.03 0.04 0.102
H 1.116 -5.277 -2.871 0.01 0.03 0.08 0.109
H -1.107 -2.496 -2.008 -0.14 0.22 0.23 0.099
H -1.052 -5.234 -3.352 -0.04 0.04 0.03 0.075
H -2.360 -4.045 -3.397 0.03 -0.01 0.00 0.072
H -1.963 -4.863 -1.880 0.00 0.01 -0.01 0.075
H 0.788 -3.498 -4.170 -0.06 0.05 -0.01 0.073
H 0.641 -1.848 -3.547 0.05 0.02 0.00 0.067
H -0.668 -2.555 -4.492 -0.10 0.04 -0.05 0.072
H 2.891 -3.987 2.348 0.03 -0.06 -0.02 0.118
H 2.341 -1.074 1.714 -0.09 -0.05 0.05 0.030
H 3.769 -1.967 1.147 -0.04 0.00 0.05 0.080
H 3.507 -1.707 2.876 -0.03 0.04 0.02 0.087
H 0.495 -2.218 2.838 -0.16 0.03 0.00 0.039
H 1.446 -3.130 4.018 0.02 -0.08 -0.13 0.070
H 0.382 -3.987 2.903 0.02 0.02 0.00 0.080
H -0.608 -5.195 0.811 -0.02 -0.01 0.02 0.104
H -2.254 -6.871 1.559 0.00 0.02 0.00 0.098
H -4.566 -6.276 2.092 0.01 0.01 0.00 0.104
H -6.390 -4.325 2.239 0.03 0.03 -0.01 0.104
H -6.863 -1.948 1.904 0.02 0.00 0.00 0.098
H -5.143 -0.368 1.110 -0.03 -0.03 0.00 0.104
O 0.045 -0.009 2.934 0.14 0.25 0.33 -0.530
S -0.297 0.680 4.217 0.18 -0.16 -0.04 0.992
C 1.153 0.656 5.270 -0.02 0.06 -0.05 -0.381
C 1.544 1.847 5.863 -0.04 -0.01 0.03 -0.106
C 2.696 1.873 6.644 0.02 -0.05 0.00 -0.089
C 3.449 0.717 6.798 -0.02 0.03 -0.02 -0.078
C 3.048 -0.471 6.189 0.05 0.00 0.03 -0.059
C 1.892 -0.507 5.429 0.05 -0.09 0.00 -0.053
C -1.310 -0.476 5.147 -0.05 0.05 0.15 -0.371
C -1.969 -1.468 4.443 0.10 -0.26 -0.04 -0.073
C -2.875 -2.285 5.110 -0.01 0.00 0.05 -0.041
C -3.123 -2.089 6.462 0.01 0.02 -0.04 -0.075
C -2.460 -1.083 7.158 -0.02 -0.01 0.00 -0.079
C -1.554 -0.265 6.499 0.06 -0.04 0.01 -0.076
H 0.951 2.746 5.718 0.04 -0.07 0.00 0.109
H 3.008 2.794 7.123 -0.01 -0.03 -0.03 0.106
H 4.354 0.739 7.395 -0.05 -0.01 -0.02 0.105
H 3.640 -1.371 6.314 -0.03 0.06 0.00 0.110
H 1.558 -1.422 4.952 0.06 0.16 0.04 0.090
H -1.784 -1.598 3.381 0.04 -0.04 0.06 0.097
H -3.392 -3.063 4.562 0.01 0.03 -0.02 0.109
H -3.843 -2.716 6.976 0.06 0.01 -0.02 0.104
H -2.652 -0.935 8.214 0.01 0.01 -0.05 0.103
H -1.034 0.523 7.036 -0.03 -0.03 -0.02 0.110